(1)
# C5H14NO

A 2-piece molecular cluster, C5H14NO overall (ωB97M-V/def2-TZVPD, the OMol25 dataset).

Geometry as XYZ:
```
21
Properties=species:S:1:pos:R:3
C -0.666 0.254 -1.582
C -1.145 1.136 -0.443
C -0.186 1.137 0.799
C 0.719 2.081 1.021
C -0.536 -0.011 1.727
N 0.706 -0.360 -1.353
H -0.607 0.833 -2.503
H -1.289 -0.631 -1.666
H -1.188 2.161 -0.845
H -2.170 0.954 -0.143
H 1.063 2.927 0.441
H 1.151 1.916 2.017
H -0.931 -0.712 0.982
H -1.184 0.081 2.600
H 0.329 -0.511 2.216
H 0.659 -1.126 -0.663
H 1.292 0.389 -0.974
H 1.082 -0.792 -2.193
H 1.297 -3.058 0.829
H 0.588 -3.765 -0.195
O 1.017 -2.902 -0.072
```

Properties
* energy: -328.62827 hartree
* frontier orbital gap: 10.5 eV
* charge: +1
* molecular weight: 104.17 g/mol
* ΔE to the lowest compared entry with this formula, charge and spin: 36.4 kcal/mol

---

(2)
# C44H40IrN4O2P2S2

C44H40IrN4O2P2S2 as an isolated structure (ωB97M-V/def2-TZVPD, the OMol25 dataset).

Geometry as XYZ:
```
95
Properties=species:S:1:pos:R:3
Ir 0.249 -0.292 0.409
O 0.463 2.783 1.491
S 0.328 1.988 0.278
C -1.110 2.501 -0.639
C -1.276 3.846 -0.937
C -2.383 4.229 -1.677
C -3.299 3.276 -2.114
C -3.130 1.938 -1.797
C -2.027 1.540 -1.041
P -1.861 -0.152 -0.442
C -2.247 -1.227 -1.814
C -1.892 -0.813 -3.102
C -2.239 -1.588 -4.195
C -2.924 -2.782 -4.006
C -3.270 -3.201 -2.728
C -2.940 -2.425 -1.629
C -3.057 -0.346 0.888
C -3.071 -1.503 1.675
C -3.935 -1.599 2.751
C -4.785 -0.543 3.064
C -4.784 0.601 2.281
C -3.925 0.706 1.198
C 1.637 2.412 -0.844
C 2.193 3.679 -0.774
C 3.193 4.007 -1.679
C 3.626 3.074 -2.614
C 3.085 1.796 -2.642
C 2.068 1.454 -1.754
P 1.540 -0.260 -1.502
C 2.997 -0.929 -0.651
C 3.302 -0.324 0.580
C 4.384 -0.769 1.332
C 5.180 -1.799 0.845
C 4.886 -2.391 -0.380
C 3.791 -1.970 -1.125
C 1.287 -1.064 -3.077
C 1.216 -0.316 -4.254
C 1.057 -0.962 -5.470
C 0.957 -2.346 -5.515
C 1.001 -3.091 -4.343
C 1.164 -2.456 -3.123
H -0.558 4.584 -0.602
H -2.529 5.272 -1.921
H -4.157 3.583 -2.698
H -3.860 1.207 -2.123
H -1.376 0.125 -3.259
H -1.990 -1.253 -5.192
H -3.208 -3.380 -4.862
H -3.823 -4.120 -2.589
H -3.253 -2.737 -0.642
H -2.389 -2.315 1.466
H -3.946 -2.495 3.357
H -5.439 -0.610 3.922
H -5.446 1.422 2.520
H -3.930 1.616 0.615
H 1.871 4.380 -0.015
H 3.645 4.989 -1.645
H 4.415 3.335 -3.307
H 3.477 1.063 -3.336
H 2.768 0.564 0.921
H 4.627 -0.287 2.270
H 6.045 -2.125 1.407
H 5.522 -3.177 -0.766
H 3.578 -2.433 -2.078
H 1.286 0.763 -4.232
H 1.018 -0.385 -6.384
H 0.847 -2.847 -6.468
H 0.916 -4.169 -4.382
H 1.194 -3.041 -2.213
C 1.206 -5.907 2.325
N 0.456 -4.859 1.632
C 0.959 -3.695 1.272
N 2.184 -3.359 1.655
S -0.019 -2.708 0.224
H 0.567 -6.778 2.422
H 1.493 -5.581 3.325
H 2.090 -6.189 1.751
H -0.493 -5.050 1.348
H 2.754 -3.981 2.208
H 2.626 -2.543 1.260
N -2.365 3.096 4.295
C -2.562 1.826 4.732
O -3.513 1.456 5.380
C -1.536 0.812 4.289
C -1.105 -0.170 5.170
C -0.223 -1.131 4.705
C 0.133 -1.124 3.371
N -0.317 -0.205 2.502
C -1.112 0.767 2.978
H -2.991 3.798 4.661
H -1.443 3.402 4.029
H -1.459 -0.168 6.193
H 0.172 -1.895 5.360
H 0.794 -1.880 2.978
H -1.460 1.513 2.282
```

Properties
* energy: -3652.90390 hartree
* frontier orbital gap: 7.3 eV
* charge: +3
* molecular weight: 975.13 g/mol
* ΔE to the lowest compared entry with this formula, charge and spin: 0.0 kcal/mol

---

(3)
# C30H57F9N7O7S2

A 6-piece molecular cluster, C30H57F9N7O7S2 overall (ωB97M-V/def2-TZVPD, the OMol25 dataset).

Geometry as XYZ:
```
112
Properties=species:S:1:pos:R:3
C -5.872 1.018 -8.906
C -4.541 0.898 -8.136
C -4.593 -0.061 -6.927
C -4.226 0.594 -5.580
C -3.325 -0.216 -4.711
N -3.535 -0.298 -3.343
C -2.608 -1.036 -2.736
C -2.516 -1.321 -1.284
C -2.063 -0.081 -0.470
C -2.878 0.090 0.819
C -2.599 1.451 1.453
C -3.027 1.544 2.917
F -1.960 1.443 3.742
F -3.859 0.510 3.242
C -3.878 2.814 3.274
F -4.805 2.959 2.316
F -4.500 2.608 4.432
S -2.919 4.448 3.457
F -2.250 3.873 4.775
F -1.710 3.860 2.585
F -3.542 5.045 2.124
F -4.103 5.073 4.294
F -2.096 5.774 3.644
N -1.778 -1.439 -3.710
S -0.367 -2.366 -3.465
C -2.212 -0.946 -4.955
C -1.462 -1.199 -6.218
C -1.182 0.083 -6.974
O -1.375 1.196 -6.549
O -0.680 -0.179 -8.195
H -5.886 0.378 -9.788
H -6.023 2.042 -9.252
H -6.717 0.753 -8.269
H -3.763 0.563 -8.824
H -4.253 1.892 -7.788
H -5.593 -0.490 -6.837
H -3.931 -0.914 -7.104
H -5.137 0.790 -5.006
H -3.743 1.563 -5.740
H -4.291 0.162 -2.859
H -1.803 -2.132 -1.160
H -3.494 -1.657 -0.941
H -1.012 -0.200 -0.194
H -2.112 0.834 -1.070
H -3.942 0.001 0.583
H -2.604 -0.708 1.511
H -3.053 2.253 0.874
H -1.521 1.628 1.448
H -0.888 -3.534 -3.872
H -2.019 -1.869 -6.879
H -0.503 -1.694 -6.024
H -0.553 0.669 -8.650
C 3.262 -3.155 -7.510
C 2.422 -2.380 -6.525
O 1.213 -2.575 -6.422
N 3.049 -1.460 -5.760
C 4.460 -1.104 -5.765
H 2.614 -3.846 -8.040
H 3.733 -2.485 -8.229
H 4.043 -3.715 -6.996
H 2.440 -0.977 -5.118
H 4.910 -1.292 -4.793
H 4.582 -0.050 -6.021
H 4.994 -1.701 -6.495
C 1.497 3.497 8.766
C 2.107 4.674 8.043
O 3.266 5.011 8.218
N 1.313 5.351 7.169
C -0.074 5.095 6.834
H 2.248 3.068 9.424
H 0.643 3.807 9.368
H 1.173 2.735 8.056
H 1.777 6.123 6.716
H -0.172 4.889 5.770
H -0.692 5.961 7.081
H -0.446 4.240 7.389
C 6.363 -3.455 -1.914
C 7.064 -2.731 -3.042
O 6.728 -2.878 -4.208
N 8.093 -1.911 -2.713
C 8.632 -1.623 -1.398
H 5.577 -4.067 -2.343
H 7.057 -4.097 -1.372
H 5.924 -2.747 -1.209
H 8.524 -1.467 -3.509
H 8.560 -0.558 -1.176
H 9.681 -1.917 -1.339
H 8.083 -2.169 -0.639
C -5.215 -3.858 0.321
C -3.893 -4.555 0.087
O -3.176 -4.283 -0.869
N -3.528 -5.504 0.977
C -4.243 -5.962 2.156
H -5.373 -3.142 -0.481
H -6.038 -4.572 0.314
H -5.220 -3.335 1.278
H -2.643 -5.939 0.764
H -3.644 -5.802 3.052
H -4.471 -7.025 2.075
H -5.176 -5.420 2.266
C 5.132 1.798 9.608
C 4.552 1.571 10.985
O 3.399 1.208 11.152
N 5.370 1.795 12.047
C 6.751 2.234 12.043
H 4.365 1.584 8.871
H 5.449 2.835 9.489
H 5.984 1.139 9.437
H 4.927 1.628 12.937
H 7.394 1.494 12.522
H 6.857 3.180 12.575
H 7.095 2.377 11.024
```

Properties
* energy: -3782.30179 hartree
* frontier orbital gap: 8.2 eV
* charge: +1
* molecular weight: 862.94 g/mol
* ΔE to the lowest compared entry with this formula, charge and spin: 0.0 kcal/mol

---

(4)
# C4H8O2

A 2-piece molecular cluster, C4H8O2 overall (ωB97M-V/def2-TZVPD, the OMol25 dataset).

Geometry as XYZ:
```
14
Properties=species:S:1:pos:R:3
C -0.545 0.442 -2.072
C -1.229 -0.369 -1.269
O 1.626 -0.514 0.213
C 0.901 -0.538 1.414
C 0.179 0.771 1.675
O -0.816 0.873 2.352
H 0.988 -0.424 -0.511
H -0.428 1.501 -1.850
H -0.083 0.083 -2.989
H -1.699 -0.008 -0.355
H -1.349 -1.427 -1.495
H 1.633 -0.682 2.218
H 0.172 -1.359 1.483
H 0.649 1.653 1.186
```

Properties
* energy: -307.62909 hartree
* frontier orbital gap: 10.8 eV
* charge: 0
* molecular weight: 88.11 g/mol
* structure (SMILES): O=CCO.C=C
* ΔE to the lowest compared entry with this formula, charge and spin: 52.3 kcal/mol

---

(5)
# C15H24LiN3OS

C15H24LiN3OS as an isolated structure (ωB97M-V/def2-TZVPD, the OMol25 dataset).

Geometry as XYZ:
```
45
Properties=species:S:1:pos:R:3
Li -0.767 2.025 2.096
C -1.345 -1.588 -0.921
C -0.914 -0.430 -1.859
C 0.625 -0.337 -2.014
C -1.352 0.858 -1.247
C -1.640 -0.597 -3.212
C -3.020 -0.327 -3.333
C -3.797 -0.814 -4.437
C -3.158 -1.480 -5.500
C -1.758 -1.554 -5.515
C -1.069 -1.166 -4.363
H -0.903 -1.453 0.085
H -0.951 -2.568 -1.285
H -2.429 -1.679 -0.923
H 1.070 0.062 -1.073
H 0.997 0.309 -2.827
H 1.070 -1.322 -2.112
H -1.543 1.712 -1.938
H -3.556 0.279 -2.572
H -4.869 -0.539 -4.546
H -3.782 -1.935 -6.281
H -1.257 -1.940 -6.358
H 0.038 -1.232 -4.405
C 1.270 -1.080 2.907
N 0.986 0.088 3.733
C -0.016 -0.180 4.738
C 1.444 1.331 3.491
S 0.620 2.710 4.051
N 2.624 1.477 2.832
C 3.824 0.730 3.179
C 2.762 2.507 1.782
H 0.344 -1.640 2.701
H 1.959 -1.766 3.376
H 1.688 -0.778 1.911
H 0.295 -1.046 5.343
H -0.927 -0.505 4.217
H -0.175 0.713 5.371
H 3.624 -0.028 3.952
H 4.607 1.441 3.558
H 4.218 0.242 2.278
H 3.711 3.022 1.839
H 1.956 3.226 1.902
H 2.711 2.064 0.757
O -1.891 2.118 0.587
N -1.326 1.068 0.034
```

Properties
* energy: -1231.12613 hartree
* frontier orbital gap: 7.1 eV
* charge: 0
* molecular weight: 301.38 g/mol

---

(6)
# C17H17ClN4O

One molecule with the formula C17H17ClN4O (ωB97M-V/def2-TZVPD, the OMol25 dataset).

Geometry as XYZ:
```
40
Properties=species:S:1:pos:R:3
O 1.811 -0.899 2.061
Cl 2.568 5.265 -2.819
N -0.613 0.610 -2.207
N 2.127 2.815 -1.929
C 1.493 0.118 1.455
C 0.111 -0.098 -1.339
C 1.711 3.810 -2.756
C 1.394 1.710 -1.805
C 0.585 3.827 -3.567
C -0.271 2.665 -3.432
C -1.782 -1.610 -0.820
C 0.362 -2.320 -0.089
C -2.376 -2.661 -0.154
C -0.257 -3.417 0.545
C 0.208 1.656 -2.571
C -0.436 -1.361 -0.746
C -1.636 -3.597 0.563
N 0.746 1.101 2.136
N 1.297 0.590 -0.990
C -2.289 -4.642 1.486
C 0.013 2.181 1.379
C 0.169 0.773 3.508
C 2.233 0.406 0.148
H 0.331 4.669 -4.081
H -1.195 2.712 -4.059
H -2.504 -0.954 -1.337
H 1.385 -2.209 -0.059
H -3.416 -2.862 -0.243
H 0.460 -4.060 1.115
H -1.668 -5.356 1.925
H -3.034 -5.268 1.032
H -2.766 -4.056 2.296
H -0.486 2.941 2.056
H 0.693 2.735 0.651
H -0.786 1.832 0.765
H -0.264 -0.236 3.577
H -0.651 1.529 3.661
H 0.938 0.692 4.304
H 2.781 1.330 0.405
H 3.013 -0.356 -0.067
```

Properties
* energy: -1412.43250 hartree
* frontier orbital gap: 8.3 eV
* charge: 0
* molecular weight: 328.80 g/mol
* structure (SMILES): Cc1ccc(-c2nc3ccc(Cl)nc3n2CC(=O)N(C)C)cc1
* ΔE to the lowest compared entry with this formula, charge and spin: 32.5 kcal/mol

---

(7)
# C32H55IO11P2S6

A 7-piece molecular cluster, C32H55IO11P2S6 overall (ωB97M-V/def2-TZVPD, the OMol25 dataset).

Geometry as XYZ:
```
107
Properties=species:S:1:pos:R:3
C -0.413 3.227 -1.524
C 0.245 1.911 -1.898
C -0.626 0.499 -1.905
C -1.924 0.193 -2.865
C -2.448 1.330 -3.975
C -3.742 0.789 -4.849
C -1.156 1.610 -4.982
C -1.438 1.214 -6.548
C -2.641 -1.279 -2.709
C -2.139 -2.469 -1.658
I -3.163 -4.449 -1.568
C -0.842 -2.165 -0.701
C -0.107 -0.670 -0.852
C 1.234 -0.453 0.120
O 1.503 0.666 0.797
C 2.221 -1.798 0.232
C 3.848 -1.590 0.162
C 4.771 -2.966 0.247
P 6.674 -2.853 0.118
O 7.021 -2.490 -1.413
C 4.044 -4.459 0.445
C 2.389 -4.653 0.517
P 1.611 -6.382 0.746
O 0.092 -6.561 -0.087
O 2.695 -7.521 -0.076
C 1.486 -3.292 0.382
C -0.186 -3.261 0.379
O -0.947 -4.004 1.188
H -0.008 3.810 -0.568
H -1.302 3.639 -2.195
H 1.402 1.927 -2.137
H -2.665 2.368 -3.427
H -3.469 -0.250 -5.311
H -4.634 0.617 -4.111
H -4.086 1.515 -5.700
H -0.233 0.941 -4.632
H -0.774 2.733 -4.849
H -2.286 1.830 -7.073
H -1.580 0.043 -6.616
H -0.442 1.446 -7.164
H -3.566 -1.587 -3.396
H 4.266 -0.504 0.036
H 7.345 -4.122 0.369
H 7.222 -1.775 0.906
H 4.791 -5.381 0.498
H -0.041 -5.845 -0.775
H 2.663 -7.293 -1.071
C -2.956 0.155 3.209
S -3.024 -0.227 1.442
O -3.652 0.947 0.751
C -4.285 -1.518 1.574
H -2.247 0.973 3.359
H -3.942 0.460 3.565
H -2.613 -0.724 3.760
H -5.191 -1.111 2.029
H -3.900 -2.344 2.177
H -4.516 -1.882 0.569
C -2.070 -1.911 7.202
S -3.550 -1.782 6.171
O -4.385 -0.662 6.718
C -4.299 -3.336 6.715
H -1.463 -1.016 7.051
H -2.352 -1.983 8.255
H -1.494 -2.791 6.907
H -4.447 -3.321 7.798
H -3.653 -4.171 6.435
H -5.268 -3.447 6.219
C 6.369 -5.653 5.357
S 6.300 -6.035 3.591
O 5.672 -4.860 2.899
C 5.040 -7.325 3.722
H 7.077 -4.834 5.508
H 5.382 -5.347 5.713
H 6.711 -6.532 5.909
H 4.134 -6.918 4.177
H 5.424 -8.151 4.326
H 4.809 -7.690 2.718
C 0.084 5.417 4.177
S 0.015 5.035 2.410
O -0.613 6.209 1.719
C -1.245 3.744 2.542
H 0.792 6.235 4.327
H -0.903 5.723 4.533
H 0.426 4.538 4.728
H -2.151 4.151 2.997
H -0.861 2.918 3.145
H -1.476 3.380 1.537
C -2.360 5.662 -6.351
S -3.456 5.319 -4.953
O -2.828 4.220 -4.147
C -4.788 4.583 -5.931
H -1.434 6.098 -5.967
H -2.130 4.737 -6.884
H -2.840 6.375 -7.026
H -4.411 3.722 -6.489
H -5.192 5.329 -6.619
H -5.578 4.255 -5.250
C 2.348 6.284 -2.147
S 3.498 5.099 -2.884
O 2.696 3.914 -3.337
C 4.318 4.641 -1.339
H 1.701 6.675 -2.936
H 1.736 5.790 -1.389
H 2.909 7.108 -1.699
H 3.587 4.247 -0.629
H 4.817 5.517 -0.916
H 5.064 3.871 -1.556
```

Properties
* energy: -5448.45230 hartree
* frontier orbital gap: 5.9 eV
* charge: 0
* molecular weight: 997.04 g/mol
* ΔE to the lowest compared entry with this formula, charge and spin: 537.0 kcal/mol

---

(8)
# F10N5Na2O20S10

F10N5Na2O20S10 as an isolated structure (ωB97M-V/def2-TZVPD, the OMol25 dataset).

Geometry as XYZ:
```
47
Properties=species:S:1:pos:R:3
Na -0.428 1.148 -0.681
Na -1.944 3.575 -1.407
N 1.354 -3.644 -1.818
S 1.451 -2.542 -0.445
O 1.500 -2.973 0.929
O 0.681 -1.317 -0.767
F 2.950 -2.050 -0.841
S 1.637 -4.900 -1.026
O 0.629 -5.443 -0.142
O 3.062 -5.238 -0.783
F 1.333 -5.896 -2.211
N -2.029 1.394 -2.353
S -3.416 0.377 -2.089
O -3.305 -1.066 -2.270
O -4.717 0.971 -2.492
F -3.509 0.554 -0.525
S -2.248 1.421 -3.885
O -2.792 2.580 -4.478
O -2.565 0.133 -4.581
F -0.699 1.404 -4.390
N 4.581 1.483 0.943
S 3.018 0.972 0.968
O 2.640 -0.312 1.579
O 2.317 1.428 -0.224
F 2.647 1.991 2.179
S 5.054 0.191 0.367
O 4.810 -0.001 -1.060
O 5.355 -0.926 1.263
F 6.558 0.737 0.285
N -0.505 3.525 0.384
S -0.914 3.786 2.069
O -2.052 4.657 2.283
O 0.196 3.807 3.028
F -1.598 2.315 2.246
S 0.553 4.599 0.388
O 1.911 4.386 0.910
O 0.013 5.914 0.330
F 0.920 4.400 -1.114
N -1.728 -3.005 1.980
S -2.297 -2.021 0.999
O -1.615 -0.727 1.036
O -3.739 -1.996 0.624
F -1.758 -2.781 -0.242
S -2.726 -2.677 3.323
O -3.845 -3.565 3.482
O -2.931 -1.313 3.749
F -1.813 -3.357 4.481
```

Properties
* energy: -7083.59435 hartree
* frontier orbital gap (alpha / beta): 8.0 / 3.6 eV
* charge: -2
* molecular weight: 946.65 g/mol
* ⟨S²⟩: 0.764
* spin multiplicity: 2

---

(9)
# C2H4N2O3

One molecule with the formula C2H4N2O3 (ωB97M-V/def2-TZVPD, the OMol25 dataset).

Geometry as XYZ:
```
11
Properties=species:S:1:pos:R:3
C -0.994 -0.414 -0.608
C 1.061 0.370 0.482
H -2.702 1.078 -2.412
H -0.831 -1.351 -0.149
H 1.849 1.189 0.131
H 2.346 -1.406 2.403
N -2.013 -0.172 -1.286
N 1.005 -0.502 1.480
O -2.053 1.206 -1.738
O -0.067 0.508 -0.273
O 2.401 -0.505 1.970
```

Properties
* energy: -413.67664 hartree
* frontier orbital gap: 10.4 eV
* charge: 0
* molecular weight: 104.06 g/mol
* structure (SMILES): O/N=C\O/C=N/O
* ΔE to the lowest compared entry with this formula, charge and spin: 135.0 kcal/mol